Run one
This record from OMol25 describes the molecule C2H4N4O. The level of theory is ωB97M-V/def2-TZVPD.

Positions of all 11 atoms, in Å:
H1 -2.152 -0.998 0.759
H2 2.184 -1.458 -0.271
H3 2.480 0.192 -0.290
N1 -1.406 0.741 0.057
H4 -2.122 1.310 -0.404
N2 -1.595 -0.731 -0.075
N3 -0.330 -1.308 0.032
C1 -0.046 1.046 0.011
C2 0.560 -0.334 -0.001
O1 0.497 2.125 0.067
N4 1.931 -0.585 0.115

As for the HOMO energy: -8.89 eV. As for the SMILES: Nc1n[nH][nH]c1=O. The value obtained for the orbital gap is 9.7 eV. The calculation puts the LUMO energy at 0.78 eV.

These are the Löwdin partial charges, in e, on atoms 1 to 4:
1 H 0.13
2 H 0.07
3 H 0.11
4 N 0.08

***

Run two
This record from OMol25 describes the molecule C2H4N4O. The level of theory is ωB97M-V/def2-TZVPD.

Positions of all 11 atoms, in Å:
N1 0.856 0.923 0.357
O1 -2.501 -0.100 0.033
H1 -1.036 -2.192 0.182
N2 -0.494 1.096 -0.261
N3 -0.613 -1.224 0.119
H2 1.403 1.598 -0.280
C1 -1.263 -0.044 -0.015
H3 2.469 -0.250 -0.153
N4 0.787 -1.361 -0.113
H4 -0.969 1.848 0.175
C2 1.360 -0.294 -0.046

As for the HOMO energy: -9.29 eV. As for the SMILES: O=C1NN=CNN1. The value obtained for the orbital gap is 10.0 eV. The calculation puts the LUMO energy at 0.67 eV.

These are the Löwdin partial charges, in e, on atoms 1 to 4:
1 N 0.03
2 O 0.03
3 H 0.18
4 N 0.09

***

Run three
This record from OMol25 describes a cluster of 2 separate species, C2H4N4O in total. The level of theory is ωB97M-V/def2-TZVPD.

Positions of all 11 atoms, in Å:
N1 2.787 0.494 -0.963
H1 0.966 -0.413 1.713
N2 3.636 -0.810 0.645
C1 2.568 -0.287 0.035
N3 0.570 -0.718 0.724
C2 -0.260 0.331 0.151
H2 -1.008 -0.262 -0.531
N4 4.575 -0.313 -0.029
H3 -0.643 0.917 0.931
O1 4.104 0.452 -1.000
H4 0.403 1.017 -0.428

As for the HOMO energy: -10.47 eV. The value obtained for the orbital gap is 10.0 eV. The calculation puts the LUMO energy at -0.48 eV.

These are the Löwdin partial charges, in e, on atoms 1 to 4:
1 N 0.08
2 H 0.09
3 N 0.07
4 C -0.22

***

Run four
This record from OMol25 describes the molecule C2H4N4O. The level of theory is ωB97M-V/def2-TZVPD.

Positions of all 11 atoms, in Å:
C1 1.189 -0.705 0.418
H1 1.764 0.015 1.051
N1 -2.027 0.813 -0.221
C2 -1.283 -0.277 0.317
N2 -1.252 1.551 -0.862
H2 0.500 1.251 -1.681
N3 0.027 1.165 -0.766
H3 0.807 -1.473 1.101
O1 -1.623 -1.123 1.083
H4 1.876 -1.144 -0.310
N4 0.022 -0.072 -0.131

As for the HOMO energy: -9.66 eV. As for the SMILES: Cn1[nH]nnc1=O. The value obtained for the orbital gap is 10.0 eV. The calculation puts the LUMO energy at 0.38 eV.

These are the Löwdin partial charges, in e, on atoms 1 to 4:
1 C -0.03
2 H 0.10
3 N 0.10
4 C -0.52

***

Going by the energies, run one is most stable and the next is 0.0290 hartree up.

***

Run one
This record from OMol25 describes the ion C4H11N2O2 with charge +1. The level of theory is ωB97M-V/def2-TZVPD.

Positions of all 19 atoms, in Å:
H1 0.672 -0.748 1.921
N1 -1.117 -1.286 -0.771
H2 -3.017 0.597 0.132
H3 -0.641 -2.034 -1.244
C1 0.740 -1.098 0.890
H4 0.694 1.899 0.508
H5 0.727 -2.188 0.882
H6 1.794 0.535 -1.700
O1 -1.024 0.507 0.744
H7 -2.258 2.093 0.717
C2 1.309 0.555 -0.734
H8 -1.840 1.480 -0.905
C3 -0.427 -0.497 0.089
O2 1.389 1.775 -0.159
H9 -1.910 -0.901 -1.261
H10 2.618 -0.106 0.871
H11 2.451 -1.238 -0.323
C4 -2.104 1.196 0.116
N2 1.943 -0.541 0.227

As for the HOMO energy: -12.04 eV. The net charge is +1. The value obtained for the orbital gap is 8.9 eV. The calculation puts the LUMO energy at -3.10 eV.

These are the Löwdin partial charges, in e, on atoms 1 to 4:
1 H 0.15
2 N 0.18
3 H 0.11
4 H 0.13

***

Run two
This record from OMol25 describes the ion C4H11N2O2 with charge +1. The level of theory is ωB97M-V/def2-TZVPD.

Positions of all 19 atoms, in Å:
H1 -2.010 -1.128 -1.629
H2 -0.697 -0.741 -2.794
N1 -0.913 0.470 0.432
N2 -0.198 -1.582 -0.826
H3 -0.602 -0.583 0.368
H4 2.387 -1.113 1.067
H5 1.883 1.846 2.690
C1 1.260 0.552 1.416
H6 -0.096 2.084 1.507
C2 -0.961 -0.670 -1.751
C3 0.069 1.105 1.197
O1 1.401 -0.759 1.012
H7 0.817 -1.523 -0.911
H8 -1.480 1.390 -1.493
O2 2.259 1.230 1.964
H9 -0.609 -2.538 -0.716
H10 0.223 0.868 -1.284
C4 -0.829 0.697 -1.092
H11 -1.903 0.395 0.842

As for the HOMO energy: -13.14 eV. The net charge is +1. As for the SMILES: NCC[NH2+]C=C(O)O. The value obtained for the orbital gap is 10.2 eV. The calculation puts the LUMO energy at -2.92 eV.

These are the Löwdin partial charges, in e, on atoms 1 to 4:
1 H 0.15
2 H 0.12
3 N 0.02
4 N -0.03

***

Run three
This record from OMol25 describes a cluster of 3 separate species, C4H11N2O2 in total. The level of theory is ωB97M-V/def2-TZVPD.

Positions of all 19 atoms, in Å:
C1 -0.192 0.085 -1.567
H1 -1.212 -2.696 -0.194
H2 0.301 -2.454 0.627
H3 -1.090 1.997 -2.154
H4 0.711 2.071 2.017
N1 -0.697 1.391 -1.392
O1 0.424 2.455 1.131
H5 -1.147 -0.009 1.404
H6 2.043 -1.498 1.787
C2 -1.417 1.376 -0.202
H7 1.247 3.062 0.822
N2 -1.290 0.190 0.455
H8 0.369 -0.313 -2.431
H9 0.331 -2.582 -0.990
H10 2.412 -1.491 0.253
H11 -2.031 2.174 0.133
C3 -0.290 -2.107 -0.230
O2 2.022 -0.988 0.992
C4 -0.495 -0.663 -0.462

As for the HOMO energy: -13.55 eV. The net charge is +1. The value obtained for the orbital gap is 10.1 eV. The calculation puts the LUMO energy at -3.42 eV.

These are the Löwdin partial charges, in e, on atoms 1 to 4:
1 C -0.01
2 H 0.10
3 H 0.07
4 H 0.20

***

Going by the energies, run three is most stable and the next is 0.0412 hartree up.

***

Run one
This record from OMol25 describes the molecule C2H4N2OS. The level of theory is ωB97M-V/def2-TZVPD.

Positions of all 10 atoms, in Å:
N1 1.361 -1.559 0.123
H1 -1.011 0.324 1.216
C1 0.830 -0.232 -0.050
O1 -0.809 -1.776 0.733
H2 -1.317 -0.274 -0.532
C2 -0.661 -0.361 0.362
H3 0.857 -0.066 -1.181
S1 0.661 -4.148 1.150
N2 0.442 -2.287 0.563
H4 1.366 0.782 0.335

As for the HOMO energy: -8.44 eV. As for the SMILES: [S-][N+]1=NCCO1. The value obtained for the orbital gap is 8.1 eV. The calculation puts the LUMO energy at -0.31 eV.

These are the Löwdin partial charges, in e, on atoms 1 to 4:
1 N 0.07
2 H 0.14
3 C -0.18
4 O -0.11

***

Run two
This record from OMol25 describes the molecule C2H4N2OS. The level of theory is ωB97M-V/def2-TZVPD.

Positions of all 10 atoms, in Å:
C1 -0.224 0.216 -0.094
S1 2.713 0.035 0.192
H1 -1.122 1.761 -0.525
N1 -0.214 1.459 -0.637
C2 1.050 -0.675 -0.144
H2 -2.255 -0.136 0.336
H3 2.251 1.309 0.748
N2 -1.450 -0.616 0.727
H4 -1.567 -1.558 0.064
O1 0.818 -1.794 -0.668

As for the HOMO energy: -10.35 eV. As for the SMILES: [H]/N=C(\N)C(=O)S. The value obtained for the orbital gap is 10.2 eV. The calculation puts the LUMO energy at -0.20 eV.

These are the Löwdin partial charges, in e, on atoms 1 to 4:
1 C -0.28
2 S 0.75
3 H -0.01
4 N 0.13

***

Run three
This record from OMol25 describes a cluster of 3 separate species, C2H4N2OS in total. The level of theory is ωB97M-V/def2-TZVPD.

Positions of all 10 atoms, in Å:
O1 1.969 -1.146 -0.067
S1 -2.063 -0.251 0.084
H1 -0.932 1.810 -0.461
N1 0.496 0.363 -0.194
N2 1.491 1.364 0.069
H2 0.097 -1.736 0.338
C1 0.830 -0.919 0.056
H3 1.467 1.627 1.520
H4 2.690 0.672 -0.158
C2 -0.827 0.707 -0.252

As for the HOMO energy: -9.09 eV. The value obtained for the orbital gap is 8.6 eV. The calculation puts the LUMO energy at -0.45 eV.

These are the Löwdin partial charges, in e, on atoms 1 to 4:
1 O 0.04
2 S 0.68
3 H 0.09
4 N -0.31

***

Run four
This record from OMol25 describes the molecule C2H4N2OS. The level of theory is ωB97M-V/def2-TZVPD.

Positions of all 10 atoms, in Å:
S1 -2.006 0.180 -0.589
N1 1.777 -0.590 0.268
H1 1.726 1.551 -0.520
N2 0.743 1.232 -0.554
C1 0.674 -0.022 -0.016
H2 -2.914 -0.352 0.277
C2 -0.693 -0.668 0.307
H3 -0.008 1.833 -0.791
O1 -0.851 -1.629 1.003
H4 1.551 -1.536 0.614

As for the HOMO energy: -9.62 eV. As for the SMILES: [H]/N=C(/N)C(=O)S. The value obtained for the orbital gap is 9.6 eV. The calculation puts the LUMO energy at -0.03 eV.

These are the Löwdin partial charges, in e, on atoms 1 to 4:
1 S 0.82
2 N 0.13
3 H 0.12
4 N 0.09

***

Going by the energies, run four is most stable and the next is 0.0811 hartree up.

***

Run one
This record from OMol25 describes the molecule C2H4N2OS. The level of theory is ωB97M-V/def2-TZVPD.

Positions of all 10 atoms, in Å:
H1 -1.150 1.379 0.942
O1 2.914 -0.469 0.054
H2 -0.835 -1.066 1.082
S1 0.997 1.333 0.033
H3 -1.312 -1.312 -0.728
C1 -0.719 -0.698 -0.030
C2 -0.773 0.868 0.037
N1 1.400 -0.286 -0.180
N2 0.592 -1.203 -0.311
H4 -1.114 1.454 -0.899

As for the HOMO energy: -9.48 eV. As for the SMILES: [O-][N+]1=NCCS1. The value obtained for the orbital gap is 9.4 eV. The calculation puts the LUMO energy at -0.08 eV.

These are the Löwdin partial charges, in e, on atoms 1 to 4:
1 H 0.06
2 O -0.25
3 H 0.16
4 S 0.99

***

Run two
This record from OMol25 describes a cluster of 2 separate species, C2H4N2OS in total. The level of theory is ωB97M-V/def2-TZVPD.

Positions of all 10 atoms, in Å:
H1 -0.627 -0.607 -0.855
C1 1.270 -2.341 0.074
N1 1.379 -1.253 -0.309
N2 0.307 1.164 -0.115
H2 0.944 -3.240 0.428
S1 -2.194 0.831 0.259
H3 1.199 0.751 -0.384
C2 -0.673 0.430 -0.350
O1 0.293 2.202 0.602
H4 -1.898 2.063 0.650

As for the HOMO energy: -8.05 eV. The value obtained for the orbital gap is 8.6 eV. The calculation puts the LUMO energy at 0.54 eV.

These are the Löwdin partial charges, in e, on atoms 1 to 4:
1 H 0.09
2 C 0.03
3 N 0.08
4 N -0.28

***

Run three
This record from OMol25 describes the molecule C2H4N2OS. The level of theory is ωB97M-V/def2-TZVPD.

Positions of all 10 atoms, in Å:
N1 0.334 0.532 0.127
H1 1.825 1.800 0.034
S1 2.829 -0.336 -0.119
H2 -2.179 -1.587 -0.213
H3 0.191 -1.510 0.204
H4 -0.443 1.211 0.049
N2 -0.324 -0.679 0.178
C1 1.620 0.741 0.007
O1 -2.194 0.463 -0.187
C2 -1.658 -0.636 -0.080

As for the HOMO energy: -8.79 eV. As for the SMILES: O=CNNC=S. The value obtained for the orbital gap is 9.4 eV. The calculation puts the LUMO energy at 0.57 eV.

These are the Löwdin partial charges, in e, on atoms 1 to 4:
1 N -0.05
2 H 0.07
3 S 0.58
4 H 0.14

***

Run four
This record from OMol25 describes the molecule C2H4N2OS. The level of theory is ωB97M-V/def2-TZVPD.

Positions of all 10 atoms, in Å:
O1 2.311 -0.450 -0.258
C1 -0.156 0.586 -1.083
S1 -1.499 1.311 -1.674
N1 0.038 -0.103 0.033
H1 -1.778 -0.613 0.416
H2 0.770 0.553 -1.696
N2 -0.993 -0.291 1.003
C2 1.284 -0.571 0.395
H3 -1.218 0.617 1.428
H4 1.242 -1.037 1.434

As for the HOMO energy: -9.12 eV. As for the SMILES: NN(C=O)C=S. The value obtained for the orbital gap is 8.7 eV. The calculation puts the LUMO energy at -0.40 eV.

These are the Löwdin partial charges, in e, on atoms 1 to 4:
1 O 0.04
2 C -0.69
3 S 0.64
4 N -0.23

***

Going by the energies, run three is most stable and the next is 0.0036 hartree up.

***

Run one
This record from OMol25 describes the molecule C2H4N2OS. The level of theory is ωB97M-V/def2-TZVPD.

Positions of all 10 atoms, in Å:
H1 1.742 0.443 -0.439
N1 -0.697 -1.063 0.088
H2 1.453 2.020 -0.104
C1 -1.182 0.106 -0.166
N2 -0.392 -2.100 -0.509
C2 1.079 1.067 0.121
S1 -2.769 0.426 0.129
O1 -0.213 1.122 -0.410
H3 -0.085 -2.813 0.173
H4 1.063 0.792 1.117

As for the HOMO energy (alpha / beta): -8.94 / -8.94 eV. As for the SMILES: [H]/N=N/C(=S)OC. The value obtained for the orbital gap (alpha / beta) is 8.3 / 8.3 eV. The calculation puts the LUMO energy (alpha / beta) at -0.60 / -0.60 eV.

These are the Löwdin partial charges, in e, on atoms 1 to 4:
1 H 0.08
2 N -0.06
3 H 0.08
4 C -0.90

***

Run two
This record from OMol25 describes the molecule C2H4N2OS. The level of theory is ωB97M-V/def2-TZVPD.

Positions of all 10 atoms, in Å:
C1 0.998 0.693 -0.672
C2 -0.309 -0.540 1.073
O1 0.177 1.516 -1.071
H1 2.054 0.638 -1.028
S1 -2.404 -0.230 -0.559
H2 1.670 -0.677 0.511
N1 0.794 -0.282 0.205
H3 0.059 -0.915 2.028
N2 -1.541 -0.533 0.868
H4 -1.499 0.329 -1.355

As for the HOMO energy: -8.92 eV. As for the SMILES: O=CN/C=N\S. The value obtained for the orbital gap is 9.4 eV. The calculation puts the LUMO energy at 0.47 eV.

These are the Löwdin partial charges, in e, on atoms 1 to 4:
1 C -0.36
2 C -0.29
3 O -0.02
4 H 0.14

***

Going by the energies, run two is most stable and the next is 0.0885 hartree up.

***

Run one
This record from OMol25 describes the molecule C2H4N2OS. The level of theory is ωB97M-V/def2-TZVPD.

Positions of all 10 atoms, in Å:
H1 -0.628 1.802 -1.427
N1 -0.272 1.715 -0.481
O1 -1.034 -0.477 -0.404
H2 -0.056 -2.084 -0.998
N2 -0.979 0.760 0.220
C1 0.080 -1.342 -0.221
H3 1.841 -1.371 1.274
S1 -0.669 0.707 1.839
H4 0.735 1.545 -0.479
C2 0.983 -1.255 0.677

As for the HOMO energy (alpha / beta): -8.66 / -8.72 eV. The value obtained for the orbital gap (alpha / beta) is 7.6 / 8.0 eV. The calculation puts the LUMO energy (alpha / beta) at -1.11 / -0.70 eV.

These are the Löwdin partial charges, in e, on atoms 1 to 4:
1 H 0.09
2 N 0.00
3 O -0.16
4 H 0.12

***

Run two
This record from OMol25 describes the molecule C2H4N2OS. The level of theory is ωB97M-V/def2-TZVPD.

Positions of all 10 atoms, in Å:
C1 -0.213 -1.079 -0.463
H1 0.249 2.076 0.578
S1 -0.816 0.074 2.012
H2 0.723 0.645 -1.598
C2 0.449 1.286 -0.149
N1 -0.004 -0.036 0.394
H3 -0.923 -1.197 2.247
O1 -0.735 -2.200 -0.260
N2 0.829 1.576 -1.247
H4 0.442 -1.147 -1.513

As for the HOMO energy: -9.69 eV. As for the SMILES: [H]/N=C\N(S)C=O. The value obtained for the orbital gap is 9.8 eV. The calculation puts the LUMO energy at 0.09 eV.

These are the Löwdin partial charges, in e, on atoms 1 to 4:
1 C -0.38
2 H 0.10
3 S 0.82
4 H 0.01

***

Going by the energies, run two is most stable and the next is 0.1451 hartree up.